# 1
Formula: C4H9O2S
Source: OMol25
Level of theory: ωB97M-V/def2-TZVPD

Properties
Relative energy (zero: lowest compared OMol25 entry of this formula, charge and spin) in kcal/mol: 7.1
Highest occupied orbital energy (spin up / spin down) in eV: 2.78 / -1.98
2S+1: 2
Charge: -2
⟨S²⟩: 0.753
Maximum force in eV/A: 0.72

Each line ends with the Mulliken charge.
CARTESIAN COORDINATES (ANGSTROEM)
1 C 1.54 2.06 -1.49  -1.230
2 S 2.98 1.46 -0.56  -0.459
3 H 2.24 0.97 0.45  0.011
4 H 1.37 3.12 -1.32  0.417
5 H 0.69 1.42 -1.28  0.032
6 H 1.74 1.96 -2.56  0.367
7 C -0.98 -0.71 0.24  0.046
8 C -1.88 -0.77 1.48  -1.155
9 C -0.02 -1.93 0.08  0.486
10 O 0.28 -2.53 1.15  -0.743
11 O 0.36 -2.17 -1.08  -0.747
12 H -1.62 -0.71 -0.64  0.237
13 H -0.37 0.20 0.18  -0.177
14 H -1.34 -1.15 2.33  0.287
15 H -2.73 -1.44 1.29  0.263
16 H -2.25 0.23 1.72  0.367

# 2
Formula: C4H9O3
Source: OMol25
Level of theory: ωB97M-V/def2-TZVPD

Properties
Relative energy (zero: lowest compared OMol25 entry of this formula, charge and spin) in kcal/mol: 14.5
Highest occupied orbital energy in eV: -4.39
Charge: -1
Maximum force in eV/A: 2.13

Each line ends with the Mulliken charge.
CARTESIAN COORDINATES (ANGSTROEM)
1 C 0.58 -2.84 -1.24  -0.982
2 C 0.57 -1.45 -0.57  0.709
3 O -0.25 -0.63 -1.03  -0.830
4 O 1.32 -1.36 0.44  -0.734
5 H -0.48 -3.05 -1.41  0.259
6 H 0.94 -3.61 -0.55  0.291
7 H 1.13 -2.85 -2.17  0.223
8 C -1.04 2.22 1.10  -0.162
9 C 0.52 2.22 0.93  -0.713
10 O -1.66 1.31 0.25  -0.587
11 H -1.41 2.18 2.13  0.246
12 H -1.31 3.23 0.73  0.157
13 H 0.79 1.18 0.70  0.118
14 H -1.11 0.57 -0.18  0.478
15 H 1.13 2.44 1.80  0.317
16 H 0.74 2.87 0.10  0.209

# 3
Formula: C4H9O3Pb
Source: OMol25
Level of theory: ωB97M-V/def2-TZVPD

Properties
Highest occupied orbital energy (spin up / spin down) in eV: -4.30 / -9.23
2S+1: 2
⟨S²⟩: 0.753
Maximum force in eV/A: 5.81

Each line ends with the Mulliken charge.
CARTESIAN COORDINATES (ANGSTROEM)
1 H -1.72 1.06 -0.79  0.186
2 C 1.77 1.09 -0.21  -0.771
3 O 1.10 -0.13 0.15  -0.395
4 C 1.07 -0.43 1.49  0.078
5 C -0.06 -0.86 2.08  -0.730
6 H 1.62 1.21 -1.29  0.271
7 H 1.31 1.94 0.31  0.342
8 H 2.83 1.02 0.06  0.331
9 H 1.89 0.01 2.05  0.351
10 H -2.13 -0.90 0.05  0.311
11 H -0.69 -1.59 1.59  0.215
12 H -0.12 -0.82 3.17  0.273
13 O -1.88 -1.01 -0.91  -0.437
14 C -1.78 0.27 -1.62  -0.079
15 O -0.72 0.17 -2.42  -0.608
16 Pb 0.25 -1.41 -1.53  0.359
17 H -2.74 0.39 -2.17  0.302

# 4
Formula: C4H9O3Pt
Source: OMol25
Level of theory: ωB97M-V/def2-TZVPD

Properties
Highest occupied orbital energy (spin up / spin down) in eV: -7.79 / -9.19
2S+1: 4
⟨S²⟩: 3.763
Maximum force in eV/A: 5.60

Each line ends with the Mulliken charge.
CARTESIAN COORDINATES (ANGSTROEM)
1 C 1.97 -0.12 -2.05  -0.536
2 O 1.16 0.76 -1.42  -0.319
3 H 2.66 0.36 -2.78  0.284
4 H 2.51 -0.78 -1.35  0.259
5 H 1.30 -0.81 -2.64  0.237
6 O -2.56 0.28 0.14  -0.555
7 C -1.81 1.26 0.82  -0.002
8 C -0.31 0.91 1.16  -0.530
9 O 0.10 -0.32 1.78  -0.323
10 C -0.11 -1.59 1.08  -0.504
11 Pt -1.89 -1.38 0.10  0.526
12 H -2.28 1.35 1.83  0.300
13 H -1.74 2.19 0.23  0.284
14 H 0.57 1.59 0.58  0.331
15 H -0.26 0.41 0.22  0.059
16 H -0.08 -2.35 1.88  0.315
17 H 0.78 -1.75 0.44  0.176

Number 1: electronic energy -19222.2689 eV. Number 2: electronic energy -10437.8358 eV. Number 3: electronic energy -15679.5827 eV. Number 4: electronic energy -13672.9452 eV.